(1)
An isolated ion of composition C6H14N3 and charge +1, computed with wB97M-V/def2-TZVPD.

```
! RIJCOSX wB97M-V def2-TZVPD def2/J DEFGRID3
* xyz 1 1
C -1.084 0.205 1.441
C -1.279 0.255 -0.111
C -2.313 -0.846 -0.501
C -1.039 1.367 -1.065
C 0.013 0.262 -0.987
C 1.381 0.324 -0.334
N 1.666 1.428 0.384
N 2.154 -0.735 -0.420
N 3.372 -0.826 0.308
H -1.367 -0.795 1.820
H -1.878 0.793 1.966
H -0.153 0.732 1.719
H -2.162 -1.742 0.085
H -2.047 -1.103 -1.589
H -3.305 -0.485 -0.379
H -0.654 2.322 -0.789
H -1.696 1.252 -2.019
H -0.020 -0.470 -1.834
H 0.923 2.010 0.644
H 2.383 1.563 1.015
H 1.862 -1.541 -1.058
H 4.203 -0.265 -0.086
H 3.453 -1.662 0.857
*
```

SMILES: CC1(C)C[C@H]1/C(N)=[NH+]/N
Orbital gap in eV: 10.796
Lowest unoccupied orbital energy in eV: -3.02

Results of the natural (NBO) charge analysis, in e, for atoms 1 through 5:
1. C -0.636
2. C 0.016
3. C -0.590
4. C -0.393
5. C -0.336

---

(2)
An isolated ion of composition C6H14N3 and charge +1, computed with wB97M-V/def2-TZVPD.

```
! RIJCOSX wB97M-V def2-TZVPD def2/J DEFGRID3
* xyz 1 1
N -0.549 2.076 -0.808
C 0.050 0.954 -0.205
C 1.461 1.079 0.343
N 1.639 -0.341 0.727
C 1.466 -1.073 -0.466
C 0.046 -0.713 -0.912
C -1.006 -1.523 -0.148
C -1.776 -0.455 0.674
N -0.899 0.635 1.089
H 0.101 2.905 -0.855
H -1.366 1.983 -1.469
H 2.020 1.382 -0.539
H 1.521 1.672 1.291
H 2.504 -0.549 1.286
H 1.331 -2.154 -0.163
H 2.256 -0.932 -1.262
H -0.159 -0.576 -2.030
H -0.748 -2.313 0.621
H -1.656 -2.129 -0.839
H -2.686 0.161 0.095
H -2.260 -0.901 1.546
H -1.425 1.496 1.297
H -0.161 0.295 1.789
*
```

SMILES: N[C@]12CNC[C@H]1CC[NH2+]2
Orbital gap in eV: 10.922
Lowest unoccupied orbital energy in eV: -2.64

Results of the natural (NBO) charge analysis, in e, for atoms 1 through 5:
1. N -0.900
2. C 0.359
3. C -0.305
4. N -0.653
5. C -0.253

---

The computed energies, referenced to the most stable structure and given in eV, are (1) 0.562; (2) 0.000.

---

(1)
A 2-piece molecular cluster, C6H14N3 overall, computed with wB97M-V/def2-TZVPD.

```
! RIJCOSX wB97M-V def2-TZVPD def2/J DEFGRID3
* xyz 1 1
C -0.854 -2.975 0.328
C -0.437 -2.216 -0.601
C 2.551 -0.211 0.351
C -0.532 2.318 0.119
C -2.028 0.300 -0.208
C -0.713 0.923 -0.514
N 1.549 0.202 -0.367
N 3.780 -0.043 -0.290
N 0.298 0.017 0.007
H -0.912 -4.133 0.145
H -1.069 -2.776 1.428
H -0.230 -2.293 -1.618
H 2.351 -0.565 1.292
H -1.234 2.944 -0.469
H -0.828 2.373 1.231
H 0.495 2.779 0.243
H -2.017 0.268 0.793
H -2.139 -0.750 -0.767
H -2.937 0.923 -0.625
H -0.611 0.884 -1.540
H 4.414 -0.755 0.052
H 3.751 0.237 -1.242
H -0.002 -0.252 0.996
*
```

Orbital gap (spin up / spin down) in eV: 8.252 / 6.743
Lowest unoccupied orbital energy (spin up / spin down) in eV: -4.64 / -5.72

Results of the natural (NBO) charge analysis, in e, for atoms 1 through 5:
1. C -0.511
2. C 0.032
3. C 0.295
4. C -0.644
5. C -0.600

---

(2)
A 2-piece molecular cluster, C6H14N3 overall, computed with wB97M-V/def2-TZVPD.

```
! RIJCOSX wB97M-V def2-TZVPD def2/J DEFGRID3
* xyz 1 1
C -3.296 -0.014 -0.770
C 1.974 0.275 1.131
C 2.132 -0.634 -0.142
C 1.508 0.641 -0.135
C 1.458 -1.981 -0.361
C -1.444 0.947 1.180
N -2.002 -0.313 -0.661
N -1.059 -0.001 0.156
N 1.193 1.600 -1.004
H -3.755 -0.234 -1.663
H -3.834 0.419 0.121
H 1.128 -0.075 1.835
H 2.842 0.484 1.691
H 3.100 -0.836 -0.415
H 0.413 -1.896 -0.063
H 1.954 -2.767 0.146
H 1.511 -2.221 -1.350
H -2.185 0.488 1.899
H -0.547 1.136 1.614
H -1.984 1.884 0.874
H 1.070 2.581 -0.710
H -1.548 -0.803 -1.425
H 1.372 1.321 -1.949
*
```

Orbital gap in eV: 6.733
Lowest unoccupied orbital energy in eV: -4.59

Results of the natural (NBO) charge analysis, in e, for atoms 1 through 5:
1. C -0.281
2. C -0.494
3. C -0.289
4. C 0.529
5. C -0.589

---

(3)
A 2-piece molecular cluster, C6H14N3 overall, computed with wB97M-V/def2-TZVPD.

```
! RIJCOSX wB97M-V def2-TZVPD def2/J DEFGRID3
* xyz 1 1
C -1.768 -0.527 1.839
C 1.237 -0.184 0.562
C -1.790 -0.352 0.585
C -2.442 1.440 -1.008
C 3.596 0.373 0.690
C -2.384 0.036 -0.649
N 2.327 0.302 -0.098
N 0.302 -0.843 0.003
N 0.288 -1.303 -1.242
H -0.776 -0.845 2.163
H -2.723 -0.458 2.398
H 1.118 0.089 1.603
H -1.458 1.787 -1.139
H -3.044 1.547 -1.857
H -2.856 2.112 -0.277
H 3.933 1.411 0.737
H 4.382 -0.198 0.237
H 3.435 -0.014 1.650
H -1.761 -0.650 -1.313
H -3.303 -0.506 -0.803
H 1.178 -1.072 -1.657
H 0.041 -2.239 -1.384
H 2.469 0.092 -1.039
*
```

Orbital gap (spin up / spin down) in eV: 8.617 / 8.617
Lowest unoccupied orbital energy (spin up / spin down) in eV: -4.17 / -4.17

Results of the natural (NBO) charge analysis, in e, for atoms 1 through 5:
1. C -0.487
2. C 0.288
3. C 0.450
4. C -0.601
5. C -0.410

---

The computed energies, referenced to the most stable structure and given in eV, are (1) 1.576; (2) 0.878; (3) 0.000.

---

(1)
A 2-piece molecular cluster, C3H11N2 overall, computed with wB97M-V/def2-TZVPD.

```
! RIJCOSX wB97M-V def2-TZVPD def2/J DEFGRID3
* xyz 1 1
C 2.228 0.519 0.551
N 1.104 -0.468 1.085
H 2.062 1.453 1.087
H 3.198 0.122 0.837
H 1.969 0.613 -0.501
H 1.202 -1.301 0.475
H 0.198 0.006 0.628
H 1.072 -0.664 2.084
C -1.510 -0.800 -1.339
C -1.662 0.960 0.154
N -0.832 0.121 -0.402
H -1.386 -1.906 -1.150
H -0.924 -0.692 -2.277
H -2.587 -0.688 -1.625
H -1.378 1.969 0.396
H -2.754 0.758 -0.001
*
```

Orbital gap in eV: 11.291
Lowest unoccupied orbital energy in eV: -3.68

Results of the natural (NBO) charge analysis, in e, for atoms 1 through 5:
1. C -0.399
2. N -0.740
3. H 0.224
4. H 0.238
5. H 0.234

---

(2)
A 2-piece molecular cluster, C3H11N2 overall, computed with wB97M-V/def2-TZVPD.

```
! RIJCOSX wB97M-V def2-TZVPD def2/J DEFGRID3
* xyz 1 1
C -1.450 -1.607 0.487
C -0.026 -2.119 0.200
H -1.381 -0.704 1.098
H -2.035 -2.351 1.005
H -1.924 -1.332 -0.448
H 0.612 -2.145 1.083
H -0.069 -3.160 -0.116
H 0.459 -1.491 -0.547
N 0.888 1.514 0.769
C 0.296 1.790 -0.357
N 0.895 2.173 -1.454
H 1.897 1.465 0.808
H 0.332 1.387 1.601
H -0.778 1.899 -0.329
H 0.390 2.604 -2.214
H 1.894 2.078 -1.587
*
```

Orbital gap in eV: 11.027
Lowest unoccupied orbital energy in eV: -4.01

Results of the natural (NBO) charge analysis, in e, for atoms 1 through 5:
1. C -0.600
2. C -0.609
3. H 0.167
4. H 0.230
5. H 0.204

---

The computed energies, referenced to the most stable structure and given in eV, are (1) 1.904; (2) 0.000.

---

(1)
A 2-piece molecular cluster, C3H11N2 overall, computed with wB97M-V/def2-TZVPD.

```
! RIJCOSX wB97M-V def2-TZVPD def2/J DEFGRID3
* xyz 1 1
C 2.250 0.710 -0.989
N 1.156 1.201 -0.589
H 3.087 1.315 -1.337
H 2.436 -0.348 -0.840
H -0.091 0.538 0.146
H 0.774 2.009 -1.075
C -1.688 -0.545 -0.568
N -0.919 -0.038 0.607
C -0.485 -1.183 1.443
H -1.032 -1.163 -1.187
H -2.388 -1.335 -0.283
H -2.153 0.215 -1.187
H -1.605 0.570 1.053
H 0.462 -1.552 1.054
H -1.244 -1.957 1.416
H -0.310 -0.878 2.470
*
```

Orbital gap in eV: 11.303
Lowest unoccupied orbital energy in eV: -3.37

Results of the natural (NBO) charge analysis, in e, for atoms 1 through 5:
1. C 0.080
2. N -0.697
3. H 0.191
4. H 0.175
5. H 0.459

---

(2)
C3H11N2 as an isolated structure, computed with wB97M-V/def2-TZVPD.

```
! RIJCOSX wB97M-V def2-TZVPD def2/J DEFGRID3
* xyz 1 1
N 1.883 -0.083 -2.718
C 1.370 -1.188 -1.928
C -0.048 -0.656 -2.166
N -0.964 -0.992 -1.100
C -2.391 -1.580 -2.244
H 2.273 6.837 14.773
H 2.995 -0.115 -2.259
H 2.138 7.613 14.912
H 1.685 -1.043 -0.867
H 1.614 -2.186 -2.266
H -0.415 -0.893 -3.126
H 0.075 0.564 -2.057
H -2.109 -1.233 -1.082
H -2.471 -0.601 -2.834
H -2.209 -2.611 -3.082
H -3.425 -1.834 -1.955
*
```

Orbital gap in eV: 5.145
Lowest unoccupied orbital energy in eV: -8.59

Results of the natural (NBO) charge analysis, in e, for atoms 1 through 5:
1. N -0.136
2. C -0.342
3. C -0.238
4. N -0.358
5. C -0.631

---

(3)
An isolated ion of composition C3H11N2 and charge +1, computed with wB97M-V/def2-TZVPD.

```
! RIJCOSX wB97M-V def2-TZVPD def2/J DEFGRID3
* xyz 1 1
C 1.042 0.866 -1.201
N -0.344 0.876 -0.749
C -1.170 -0.286 -0.426
C -0.377 -1.173 0.537
N 0.262 -0.227 1.534
H 1.424 -0.154 -1.271
H 1.659 1.452 -0.510
H 1.317 1.370 -2.143
H -0.944 1.621 -1.050
H -1.983 0.108 0.203
H -1.572 -0.864 -1.253
H -0.981 -1.880 1.095
H 0.403 -1.712 -0.007
H -0.236 0.041 2.385
H 1.097 -0.637 1.955
H 0.403 0.596 0.902
*
```

SMILES: CNCC[NH3+]
Orbital gap in eV: 10.083
Lowest unoccupied orbital energy in eV: -3.42

Results of the natural (NBO) charge analysis, in e, for atoms 1 through 5:
1. C -0.451
2. N -0.683
3. C -0.228
4. C -0.232
5. N -0.716

---

The computed energies, referenced to the most stable structure and given in eV, are (1) 0.362; (2) 12.434; (3) 0.000.